{"formula": "C39H36ClN3Si2Ti", "method": "ωB97M-V/def2-TZVPD", "elements": ["C", "C", "C", "H", "C", "C", "H", "H", "H", "H", "Ti", "Si", "C", "C", "H", "C", "H", "C", "H", "C", "H", "C", "H", "C", "C", "H", "C", "H", "C", "H", "C", "H", "C", "H", "H", "Si", "C", "C", "H", "C", "H", "C", "H", "C", "H", "C", "H", "C", "C", "H", "C", "H", "C", "H", "C", "H", "C", "H", "H", "Cl", "N", "C", "C", "C", "C", "C", "N", "C", "C", "C", "C", "C", "N", "H", "H", "H", "H", "H", "H", "H", "H", "H"], "xyz": [[-1.877, 3.649, 1.076], [-0.570, 3.112, 0.874], [-0.513, 2.590, -0.456], [0.271, 3.187, 1.562], [-1.788, 2.808, -1.080], [-2.618, 3.482, -0.129], [-3.605, 3.899, -0.321], [-2.226, 4.185, 1.959], [0.385, 2.248, -0.965], [-2.011, 2.682, -2.137], [-2.123, 1.390, 0.669], [0.343, -1.146, 0.308], [1.554, -0.680, 1.597], [1.721, -1.586, 2.652], [1.100, -2.483, 2.678], [2.737, -1.362, 3.573], [2.954, -2.122, 4.325], [3.516, -0.195, 3.490], [4.339, -0.037, 4.192], [3.268, 0.760, 2.495], [3.871, 1.671, 2.410], [2.268, 0.523, 1.547], [2.087, 1.239, 0.743], [0.670, -0.492, -1.465], [1.842, 0.408, -1.914], [2.533, 0.830, -1.185], [1.733, 1.053, -3.188], [2.606, 1.598, -3.557], [0.518, 1.091, -3.839], [0.390, 1.732, -4.711], [-0.625, 0.417, -3.358], [-1.578, 0.501, -3.910], [-0.555, -0.398, -2.251], [-1.406, -1.018, -1.930], [-0.575, 0.115, 0.460], [2.116, -1.454, -2.032], [1.881, -2.433, -3.535], [3.082, -2.704, -4.233], [4.012, -2.867, -3.677], [3.055, -2.682, -5.629], [3.988, -2.747, -6.194], [1.828, -2.523, -6.292], [1.816, -2.365, -7.374], [0.628, -2.589, -5.574], [-0.316, -2.611, -6.116], [0.651, -2.622, -4.184], [-0.258, -2.741, -3.602], [3.425, -2.047, -0.831], [4.633, -1.377, -0.594], [4.851, -0.470, -1.158], [5.538, -1.892, 0.337], [6.495, -1.390, 0.489], [5.222, -3.071, 1.020], [5.934, -3.479, 1.735], [4.025, -3.746, 0.771], [3.792, -4.674, 1.284], [3.118, -3.239, -0.152], [2.167, -3.734, -0.362], [-0.476, -2.262, 0.773], [-2.711, -0.922, 1.140], [-4.521, 1.979, 2.898], [-5.033, 1.589, 1.650], [-6.398, 1.283, 1.562], [-6.915, 0.750, 0.389], [-6.043, 0.559, -0.692], [-4.737, 0.998, -0.597], [-4.247, 1.535, 0.561], [-3.274, 1.797, 3.503], [-3.209, 1.853, 4.905], [-1.981, 1.645, 5.528], [-0.868, 1.313, 4.736], [-1.002, 1.268, 3.365], [-2.180, 1.568, 2.753], [-5.265, 2.119, 3.572], [-7.009, 1.443, 2.445], [-7.963, 0.466, 0.307], [-6.372, 0.105, -1.623], [-4.035, 0.918, -1.432], [-4.137, 2.021, 5.460], [-1.881, 1.710, 6.610], [0.111, 1.096, 5.163], [-0.172, 0.973, 2.712]], "lowdin_spin": [0.010, 0.031, 0.024, 0.004, 0.058, 0.012, 0.000, 0.002, 0.001, 0.012, 1.489, 0.002, 0.001, 0.001, 0.000, 0.000, 0.000, 0.001, 0.000, 0.000, 0.000, 0.001, 0.000, -0.003, 0.004, 0.000, 0.020, 0.001, -0.004, -0.001, 0.018, 0.001, -0.006, 0.003, 0.011, 0.000, 0.000, 0.000, 0.000, 0.000, 0.000, 0.000, 0.000, 0.000, 0.000, 0.000, 0.000, 0.001, 0.000, 0.000, 0.000, 0.000, 0.000, 0.000, 0.000, 0.000, 0.000, 0.000, 0.000, 0.040, 0.007, 0.009, 0.008, 0.003, 0.012, 0.022, 0.022, 0.034, -0.003, 0.046, 0.001, 0.047, 0.040, 0.000, 0.001, 0.000, 0.001, 0.011, -0.001, 0.003, -0.001, 0.008], "de_lowest_kj_mol": 307.72, "gap_ev": [4.8032, 6.6529], "multiplicity": 3, "fmax_ev_per_a": 4.508, "e_lumo_ev": [0.4758, 0.5296]}